A cluster of 11 separate species, C42H74Cl2O20S5 in total at a distorted geometry, computed with ωB97M-V/def2-TZVPD.

Energy ... -164921.4392 eV
SMILES ... O=S1(=O)CCCC1.O=S1(=O)CCCC1.O=S1(=O)CCCC1.O=S1(=O)CCCC1.O=S1(=O)CCCC1.O=C1CCCO1.O=C1CCCO1.O=C1CCCO1.O=C1CCCO1.O=C1CCCO1.ClCCCl
HOMO-LUMO gap ... 0.349 Ha
Energy relative to the best compared isomer or geometry (same formula, charge and spin) ... 0.0000 eV
Net charge ... 0

Cartesian coordinates (Å):
O (-24.597, 8.775, -19.228)
S (-25.876, 8.041, -19.148)
O (-26.735, 7.966, -20.358)
C (-25.566, 6.313, -18.483)
C (-26.251, 6.296, -17.068)
C (-26.546, 7.769, -16.563)
C (-26.923, 8.658, -17.743)
H (-24.573, 5.879, -18.598)
H (-26.182, 5.696, -19.136)
H (-27.252, 5.894, -17.228)
H (-25.795, 5.784, -16.221)
H (-25.635, 8.155, -16.106)
H (-27.313, 7.906, -15.802)
H (-27.016, 9.734, -17.600)
H (-27.897, 8.220, -17.962)
O (-27.211, 1.434, -16.799)
S (-28.253, 2.386, -16.464)
O (-28.552, 3.447, -17.452)
C (-29.855, 1.571, -15.904)
C (-30.272, 2.445, -14.685)
C (-29.018, 2.659, -13.820)
C (-27.973, 3.262, -14.835)
H (-29.554, 0.549, -15.671)
H (-30.525, 1.722, -16.750)
H (-30.480, 3.466, -15.006)
H (-31.136, 2.077, -14.132)
H (-28.685, 1.686, -13.457)
H (-29.190, 3.186, -12.882)
H (-26.917, 3.213, -14.568)
H (-28.164, 4.316, -15.039)
O (-21.295, -1.174, -11.368)
S (-22.131, -1.537, -12.488)
O (-23.605, -1.432, -12.510)
C (-21.563, -0.718, -14.076)
C (-20.683, -1.801, -14.716)
C (-21.285, -3.133, -14.399)
C (-21.654, -3.280, -12.973)
H (-21.157, 0.269, -13.852)
H (-22.422, -0.731, -14.746)
H (-20.422, -1.539, -15.742)
H (-19.684, -1.835, -14.280)
H (-20.700, -4.028, -14.614)
H (-22.181, -3.242, -15.009)
H (-20.726, -3.377, -12.408)
H (-22.370, -4.038, -12.654)
O (-17.154, 2.770, -9.849)
S (-18.385, 3.554, -9.820)
O (-18.414, 4.953, -9.408)
C (-19.113, 3.457, -11.519)
C (-20.530, 3.070, -11.179)
C (-20.481, 2.029, -10.074)
C (-19.588, 2.526, -8.943)
H (-18.611, 2.688, -12.107)
H (-18.977, 4.401, -12.046)
H (-21.005, 4.023, -10.949)
H (-21.123, 2.637, -11.985)
H (-20.099, 1.059, -10.391)
H (-21.461, 1.691, -9.737)
H (-19.009, 1.769, -8.414)
H (-20.080, 3.248, -8.291)
O (-19.798, 10.138, -17.522)
S (-20.308, 9.256, -16.456)
O (-19.642, 8.017, -16.046)
C (-20.627, 10.129, -14.865)
C (-22.067, 10.639, -14.921)
C (-22.934, 9.676, -15.753)
C (-22.064, 8.912, -16.894)
H (-19.813, 10.840, -14.721)
H (-20.536, 9.330, -14.129)
H (-22.447, 10.777, -13.909)
H (-22.095, 11.626, -15.384)
H (-23.864, 10.107, -16.123)
H (-23.308, 8.896, -15.090)
H (-22.274, 9.246, -17.909)
H (-22.061, 7.823, -16.850)
O (-17.724, 7.548, -11.890)
C (-18.912, 7.520, -11.565)
C (-19.569, 8.048, -10.323)
C (-21.017, 7.527, -10.501)
C (-21.111, 7.226, -12.042)
O (-19.790, 7.140, -12.453)
H (-19.032, 7.774, -9.414)
H (-19.415, 9.126, -10.361)
H (-21.007, 6.605, -9.921)
H (-21.802, 8.184, -10.127)
H (-21.638, 6.290, -12.227)
H (-21.524, 8.087, -12.567)
O (-22.711, 6.435, -14.623)
C (-22.749, 5.212, -14.811)
C (-21.629, 4.222, -14.512)
C (-22.400, 2.919, -14.600)
C (-23.549, 3.250, -15.531)
O (-23.814, 4.580, -15.277)
H (-20.894, 4.336, -15.310)
H (-21.262, 4.477, -13.518)
H (-21.908, 2.005, -14.931)
H (-22.928, 2.666, -13.680)
H (-23.308, 2.940, -16.548)
H (-24.371, 2.569, -15.311)
O (-18.442, 3.827, -14.858)
C (-17.878, 4.778, -15.418)
C (-17.359, 6.100, -14.775)
C (-16.181, 6.400, -15.750)
C (-16.811, 5.967, -17.104)
O (-17.611, 4.801, -16.736)
H (-18.045, 6.940, -14.667)
H (-16.989, 5.881, -13.773)
H (-15.851, 7.435, -15.846)
H (-15.284, 5.828, -15.512)
H (-17.351, 6.729, -17.665)
H (-15.990, 5.586, -17.711)
O (-22.419, 1.219, -18.056)
C (-22.803, 0.342, -18.849)
C (-22.315, 0.099, -20.278)
C (-23.356, -0.841, -20.725)
C (-23.825, -1.575, -19.428)
O (-23.729, -0.573, -18.465)
H (-21.985, 0.927, -20.906)
H (-21.493, -0.562, -20.004)
H (-24.166, -0.261, -21.167)
H (-22.987, -1.537, -21.478)
H (-24.848, -1.937, -19.534)
H (-23.117, -2.367, -19.185)
O (-21.106, 7.228, -19.444)
C (-20.933, 6.051, -19.209)
C (-20.693, 5.405, -17.874)
C (-20.351, 3.947, -18.191)
C (-20.545, 3.818, -19.692)
O (-20.752, 5.195, -20.142)
H (-19.907, 5.973, -17.377)
H (-21.572, 5.607, -17.263)
H (-19.374, 3.601, -17.853)
H (-20.991, 3.330, -17.561)
H (-19.663, 3.372, -20.152)
H (-21.434, 3.195, -19.791)
Cl (-24.250, 7.798, -11.743)
C (-25.568, 6.661, -12.389)
C (-25.857, 5.485, -11.399)
Cl (-24.592, 4.289, -11.383)
H (-25.187, 6.428, -13.383)
H (-26.418, 7.340, -12.460)
H (-26.785, 4.986, -11.676)
H (-26.145, 5.747, -10.381)

Atom charges from the Löwdin analysis, given in e for atoms 1 to 8: number 1, O, carries -0.350; number 2, S, carries 0.751; number 3, O, carries -0.364; number 4, C, carries -0.159; number 5, C, carries -0.177; number 6, C, carries -0.235; number 7, C, carries -0.212; number 8, H, carries 0.094

=====

A cluster of 12 separate species, C42H75Cl6N9 in total at a distorted geometry, computed with ωB97M-V/def2-TZVPD.

Energy ... -133313.9865 eV
SMILES ... CCCC#N.CCCC#N.CCCC#N.CCCC#N.CCCC#N.CCCC#N.CCCC#N.CCCC#N.CCCC#N.ClCCCl.ClCCCl.ClCCCl
HOMO-LUMO gap ... 0.386 Ha
Net charge ... 0

Cartesian coordinates (Å):
C (24.890, -8.167, 1.174)
C (25.633, -7.214, 0.294)
C (25.973, -7.951, -1.003)
C (26.810, -7.245, -2.021)
N (27.546, -6.676, -2.726)
H (24.760, -7.595, 2.093)
H (25.619, -8.956, 1.359)
H (23.969, -8.628, 0.815)
H (26.535, -6.829, 0.771)
H (25.013, -6.341, 0.088)
H (25.072, -8.311, -1.499)
H (26.507, -8.855, -0.711)
C (27.706, -6.263, 3.244)
C (28.505, -6.203, 4.577)
C (27.764, -6.906, 5.765)
C (28.417, -6.639, 7.049)
N (28.974, -6.411, 7.986)
H (26.668, -6.005, 3.454)
H (27.809, -7.250, 2.791)
H (28.165, -5.493, 2.624)
H (28.663, -5.162, 4.860)
H (29.497, -6.642, 4.467)
H (27.750, -7.988, 5.632)
H (26.748, -6.564, 5.958)
C (28.043, 4.201, -4.578)
C (27.178, 3.165, -5.238)
C (26.599, 2.104, -4.300)
C (27.633, 1.342, -3.542)
N (28.508, 0.792, -2.949)
H (27.545, 4.484, -3.651)
H (28.101, 5.079, -5.221)
H (29.020, 3.816, -4.285)
H (27.747, 2.639, -6.005)
H (26.324, 3.641, -5.720)
H (25.924, 1.415, -4.808)
H (26.000, 2.619, -3.548)
C (27.963, 1.780, 0.852)
C (28.100, 0.632, 1.862)
C (29.036, 0.946, 3.002)
C (28.704, 2.067, 3.837)
N (28.409, 2.944, 4.441)
H (27.397, 1.380, 0.011)
H (28.917, 2.099, 0.432)
H (27.459, 2.670, 1.230)
H (28.521, -0.235, 1.353)
H (27.141, 0.387, 2.318)
H (29.989, 1.262, 2.578)
H (29.169, 0.041, 3.594)
C (33.225, -5.807, 2.520)
C (32.297, -4.913, 3.349)
C (31.288, -4.094, 2.567)
C (30.326, -3.375, 3.371)
N (29.608, -2.774, 4.053)
H (33.705, -5.100, 1.843)
H (32.684, -6.531, 1.911)
H (34.020, -6.291, 3.089)
H (32.963, -4.254, 3.906)
H (31.822, -5.473, 4.155)
H (30.722, -4.804, 1.964)
H (31.801, -3.509, 1.804)
C (25.258, -1.075, -6.268)
C (24.260, -1.592, -7.381)
C (23.578, -2.891, -7.067)
C (24.432, -4.116, -7.219)
N (25.053, -5.065, -7.348)
H (25.663, -0.099, -6.533)
H (26.094, -1.714, -5.981)
H (24.721, -0.923, -5.332)
H (24.789, -1.769, -8.318)
H (23.501, -0.835, -7.576)
H (22.560, -3.026, -7.431)
H (23.364, -2.810, -6.001)
C (31.951, -5.551, -1.183)
C (31.903, -6.961, -1.868)
C (30.633, -7.767, -1.581)
C (30.190, -7.803, -0.197)
N (29.865, -7.878, 0.918)
H (31.135, -4.893, -1.481)
H (32.782, -4.999, -1.623)
H (32.093, -5.536, -0.102)
H (32.797, -7.476, -1.516)
H (32.142, -6.950, -2.932)
H (30.809, -8.764, -1.984)
H (29.815, -7.515, -2.257)
C (27.210, -1.438, -1.205)
C (27.030, -2.452, -2.312)
C (28.188, -3.416, -2.315)
C (28.485, -4.009, -1.026)
N (28.709, -4.505, -0.018)
H (26.618, -0.563, -1.474)
H (28.220, -1.029, -1.198)
H (26.889, -1.855, -0.250)
H (27.018, -1.855, -3.224)
H (26.084, -2.983, -2.207)
H (29.064, -2.856, -2.641)
H (28.024, -4.230, -3.022)
C (22.850, 3.519, -5.254)
C (22.456, 2.095, -5.640)
C (22.174, 1.196, -4.448)
C (23.386, 0.804, -3.652)
N (24.283, 0.516, -2.994)
H (23.080, 4.143, -6.118)
H (23.731, 3.559, -4.614)
H (22.035, 3.929, -4.658)
H (23.206, 1.613, -6.266)
H (21.608, 2.220, -6.313)
H (21.725, 0.282, -4.836)
H (21.561, 1.643, -3.665)
Cl (23.871, -3.276, -0.072)
C (23.207, -1.940, -1.036)
C (21.757, -1.588, -0.755)
Cl (20.628, -2.938, -1.155)
H (23.369, -2.158, -2.091)
H (23.857, -1.070, -0.942)
H (21.447, -0.746, -1.374)
H (21.640, -1.265, 0.280)
Cl (29.292, -7.861, -6.174)
C (29.356, -6.153, -5.620)
C (27.978, -5.605, -5.869)
Cl (28.024, -3.842, -5.754)
H (30.074, -5.608, -6.233)
H (29.675, -6.110, -4.579)
H (27.242, -6.053, -5.201)
H (27.643, -5.766, -6.893)
Cl (32.862, 1.004, -2.014)
C (31.620, 0.834, -0.750)
C (31.989, -0.300, 0.175)
Cl (32.112, -1.924, -0.661)
H (30.663, 0.625, -1.229)
H (31.541, 1.720, -0.121)
H (31.356, -0.355, 1.061)
H (32.995, -0.140, 0.563)

Atom charges from the Löwdin analysis, given in e for atoms 1 to 8: number 1, C, carries -0.111; number 2, C, carries -0.271; number 3, C, carries -0.174; number 4, C, carries -0.132; number 5, N, carries 0.176; number 6, H, carries 0.075; number 7, H, carries 0.078; number 8, H, carries 0.083

=====

A cluster of 7 separate species, C42H76BCl2F7N4O12P in total at a distorted geometry, computed with ωB97M-V/def2-TZVPD.

Energy ... -129346.0464 eV
HOMO-LUMO gap ... 0.238 Ha
Net charge ... +1

Cartesian coordinates (Å):
C (2.978, 3.020, -5.232)
C (1.961, 2.135, -6.019)
C (0.972, 3.060, -6.763)
C (0.037, 3.842, -5.781)
C (-1.348, 3.143, -5.762)
C (-2.465, 4.079, -5.194)
C (-2.750, 3.825, -3.699)
C (-1.547, 4.162, -2.783)
C (-0.775, 2.900, -2.302)
C (-1.327, 2.523, -0.882)
C (-0.419, 1.481, -0.150)
N (-0.025, 0.540, -1.201)
C (0.568, -0.631, -0.760)
N (1.710, -1.074, -1.268)
C (2.474, -0.381, -2.321)
F (2.321, -1.056, -3.458)
F (2.086, 0.845, -2.600)
C (4.048, -0.245, -2.107)
F (4.749, -1.316, -2.375)
F (4.418, 0.613, -3.075)
C (4.447, 0.474, -0.766)
F (4.853, 1.705, -0.981)
F (3.457, 0.556, 0.103)
F (5.496, -0.147, -0.276)
P (2.405, -2.614, -0.761)
O (2.799, -3.407, -1.891)
O (1.415, -3.506, 0.110)
O (3.691, -2.367, 0.151)
N (-0.105, -1.337, 0.192)
C (-1.372, -0.680, 0.633)
C (-2.115, -1.666, 1.564)
C (-2.339, -1.315, 3.041)
C (-3.120, -2.477, 3.707)
C (-4.596, -2.468, 3.370)
O (-5.028, -2.932, 2.384)
O (-5.419, -1.827, 4.291)
C (-1.156, 0.790, 1.094)
B (-0.023, 0.755, 2.246)
N (1.394, 0.408, 1.979)
O (-0.405, 1.060, 3.519)
C (-2.430, 1.494, 1.476)
Cl (-4.017, 0.735, 1.166)
C (-2.503, 2.695, 1.996)
C (-1.306, 3.573, 2.267)
Cl (-4.029, 3.449, 2.399)
H (2.539, 3.288, -4.264)
H (3.148, 3.935, -5.806)
H (3.913, 2.484, -5.053)
H (1.447, 1.499, -5.290)
H (2.476, 1.551, -6.789)
H (0.375, 2.445, -7.445)
H (1.517, 3.803, -7.356)
H (0.472, 3.838, -4.777)
H (-0.090, 4.865, -6.143)
H (-1.610, 2.925, -6.803)
H (-1.331, 2.195, -5.211)
H (-3.366, 3.930, -5.802)
H (-2.161, 5.119, -5.363)
H (-3.581, 4.499, -3.453)
H (-3.136, 2.804, -3.566)
H (-0.890, 4.827, -3.346)
H (-1.962, 4.675, -1.910)
H (0.307, 3.054, -2.243)
H (-1.066, 2.085, -2.971)
H (-2.311, 2.078, -1.079)
H (-1.386, 3.466, -0.344)
H (0.450, 2.056, 0.186)
H (-0.802, 0.250, -1.798)
H (1.861, -4.358, 0.277)
H (3.473, -1.762, 0.887)
H (-0.412, -2.189, -0.293)
H (-2.007, -0.610, -0.270)
H (-1.584, -2.629, 1.547)
H (-3.091, -1.914, 1.131)
H (-1.365, -1.332, 3.547)
H (-2.776, -0.341, 3.261)
H (-2.900, -2.545, 4.774)
H (-2.702, -3.390, 3.264)
H (-5.414, -0.905, 3.981)
H (1.948, 1.191, 2.344)
H (1.702, -0.403, 2.512)
H (0.321, 0.903, 4.142)
H (-0.901, 3.337, 3.258)
H (-0.484, 3.431, 1.563)
H (-1.622, 4.617, 2.310)
C (6.825, -6.892, -0.259)
C (6.075, -5.747, 0.371)
O (5.270, -5.928, 1.258)
C (6.364, -4.361, -0.148)
H (6.519, -7.826, 0.209)
H (6.601, -6.943, -1.326)
H (7.899, -6.761, -0.113)
H (6.115, -4.303, -1.209)
H (7.416, -4.114, 0.001)
H (5.754, -3.646, 0.396)
C (2.549, -5.004, -4.544)
C (2.093, -6.406, -4.866)
O (1.335, -6.631, -5.780)
C (2.626, -7.519, -3.994)
H (2.091, -4.308, -5.246)
H (2.242, -4.734, -3.533)
H (3.634, -4.933, -4.635)
H (2.326, -7.358, -2.958)
H (3.715, -7.557, -4.062)
H (2.221, -8.470, -4.335)
C (-0.295, -2.309, 8.366)
C (-0.281, -2.893, 6.977)
O (-0.257, -2.184, 5.993)
C (-0.298, -4.396, 6.863)
H (-0.281, -1.223, 8.301)
H (-1.200, -2.619, 8.891)
H (0.585, -2.641, 8.919)
H (-1.203, -4.795, 7.324)
H (0.582, -4.817, 7.351)
H (-0.285, -4.679, 5.812)
C (4.839, 2.859, 1.750)
C (3.975, 3.874, 2.453)
O (3.140, 3.531, 3.264)
C (4.189, 5.324, 2.105)
H (4.574, 1.861, 2.098)
H (4.669, 2.917, 0.682)
H (5.891, 3.040, 1.972)
H (3.999, 5.485, 1.042)
H (5.212, 5.618, 2.345)
H (3.502, 5.940, 2.682)
C (-8.089, -6.254, 4.030)
C (-7.414, -5.459, 5.121)
O (-7.053, -5.982, 6.152)
C (-7.206, -3.986, 4.871)
H (-8.174, -7.294, 4.341)
H (-9.090, -5.859, 3.846)
H (-7.499, -6.206, 3.114)
H (-8.169, -3.494, 4.723)
H (-6.582, -3.848, 3.995)
H (-6.713, -3.539, 5.731)
C (-3.139, 7.355, 0.182)
C (-3.618, 7.643, -1.221)
O (-2.987, 7.282, -2.188)
C (-4.914, 8.400, -1.363)
H (-2.198, 6.807, 0.137)
H (-2.976, 8.289, 0.721)
H (-3.876, 6.747, 0.711)
H (-4.828, 9.380, -0.891)
H (-5.727, 7.837, -0.901)
H (-5.138, 8.537, -2.419)

Atom charges from the Löwdin analysis, given in e for atoms 1 to 8: number 1, C, carries -0.106; number 2, C, carries -0.244; number 3, C, carries -0.213; number 4, C, carries -0.192; number 5, C, carries -0.197; number 6, C, carries -0.196; number 7, C, carries -0.200; number 8, C, carries -0.177

=====

Question: Look up the energy of the third one.
Answer: -129346.0464 eV

=====

Question: Which of these has the highest HOMO-LUMO gap?
Answer: C42H75Cl6N9

=====

Question: Among the records above, which one has the highest HOMO-LUMO gap?
Answer: C42H75Cl6N9

=====

Question: Number 1 is which compound?
Answer: C42H74Cl2O20S5